ORCA calculation (ωB97M-V with the def2-TZVPD basis set) on a molecular structure, C18H29F17IO7PSSi2 at a distorted geometry.

Atoms and positions in Å:
C  -2.92  0.52  1.39
O  -2.29  0.40  0.13
C  -1.05  1.09  0.07
C  0.10  0.16  0.52
C  1.40  0.53  -0.22
C  2.43  -0.60  -0.36
C  2.81  -1.33  0.94
C  2.96  -2.85  0.69
C  1.56  -3.47  0.38
Si  1.49  -5.12  1.30
O  0.89  -4.91  2.87
Si  -0.74  -4.97  3.10
F  -1.28  -6.44  3.05
S  -1.11  -4.27  5.09
I  -2.04  -3.57  1.57
P  0.51  -6.77  0.14
O  0.68  -8.03  0.82
O  1.37  -6.85  -1.25
O  -1.01  -6.47  -0.31
H  -2.60  1.40  1.95
H  -2.80  -0.37  2.00
H  -3.98  0.63  1.20
H  -0.89  1.27  -0.99
H  -1.08  2.02  0.64
H  0.26  0.37  1.57
H  -0.25  -0.85  0.33
H  1.85  1.41  0.21
H  1.11  0.80  -1.23
H  3.34  -0.15  -0.74
H  2.09  -1.29  -1.13
H  3.72  -0.92  1.37
H  2.03  -1.20  1.70
H  3.61  -2.96  -0.17
H  3.38  -3.28  1.59
H  0.83  -2.77  0.78
H  1.42  -3.59  -0.69
H  2.89  -5.53  1.45
H  -1.79  -3.13  4.87
H  1.08  -6.16  -1.86
H  -1.06  -5.86  -1.05
C  -6.77  4.23  2.40
C  -5.71  3.13  2.54
C  -5.29  2.76  3.96
F  -4.73  3.80  4.60
F  -4.37  1.76  3.92
F  -4.62  3.45  1.81
F  -6.23  2.00  1.98
O  -6.30  5.53  2.11
C  -5.92  6.34  3.15
C  -4.45  6.73  3.05
F  -3.67  5.63  3.10
F  -4.12  7.53  4.09
F  -6.22  5.79  4.34
F  -6.66  7.47  3.05
H  -7.36  3.96  1.52
H  -7.48  4.22  3.23
H  -6.15  2.41  4.55
H  -4.25  7.26  2.11
C  5.39  1.23  -5.85
C  3.88  1.17  -6.14
C  2.96  1.78  -5.08
F  3.06  1.14  -3.90
F  1.67  1.68  -5.48
F  3.52  -0.10  -6.39
F  3.67  1.87  -7.29
O  5.97  0.06  -5.32
C  5.96  -0.13  -3.96
C  5.18  -1.40  -3.59
F  3.90  -1.31  -4.00
F  5.18  -1.55  -2.24
F  5.48  0.95  -3.32
F  7.24  -0.29  -3.57
H  5.86  1.35  -6.82
H  5.66  2.12  -5.29
H  3.18  2.84  -4.93
H  5.63  -2.28  -4.05

gap between HOMO and LUMO	9.48	eV
molecular weight	926.5	g/mol
total charge	0
energy	-123653.745	eV



ORCA calculation (ωB97M-V with the def2-TZVPD basis set) on a single C17H16ClN3O3S2 molecule at a distorted geometry.

Atoms and positions in Å:
C  -4.88  -4.04  0.78
C  -4.19  -2.81  0.35
N  -4.76  -1.68  0.15
C  -3.89  -0.71  -0.24
C  -4.21  0.61  -0.54
C  -3.21  1.47  -0.92
C  -1.90  1.02  -1.01
S  -0.63  2.18  -1.46
O  0.59  1.44  -1.72
O  -1.08  3.09  -2.47
N  -0.50  3.08  -0.06
C  -0.13  2.45  1.19
C  1.36  2.32  1.52
O  1.75  2.39  2.67
N  2.16  2.11  0.46
C  3.55  1.71  0.61
C  3.72  0.27  0.21
C  4.64  -0.11  -0.75
C  4.76  -1.43  -1.14
C  3.94  -2.39  -0.55
Cl  4.07  -4.04  -1.03
C  3.01  -2.03  0.42
C  2.91  -0.70  0.79
C  -1.53  -0.28  -0.73
C  -2.54  -1.15  -0.34
S  -2.44  -2.83  0.08
H  -4.74  -4.83  0.05
H  -5.94  -3.84  0.90
H  -4.47  -4.39  1.73
H  -5.24  0.93  -0.46
H  -3.41  2.50  -1.16
H  -0.13  4.00  -0.22
H  -0.60  3.00  2.01
H  -0.56  1.45  1.17
H  1.74  1.91  -0.45
H  4.18  2.36  0.00
H  3.80  1.86  1.67
H  5.27  0.63  -1.22
H  5.47  -1.73  -1.89
H  2.38  -2.78  0.87
H  2.20  -0.41  1.55
H  -0.51  -0.59  -0.83

gap between HOMO and LUMO	8.91	eV
molecular weight	409.9	g/mol
SMILES	Cc1nc2ccc(S(=O)(=O)NCC(=O)NCc3ccc(Cl)cc3)cc2s1
ΔE to the lowest compared entry with this formula, charge and spin	0.2	kcal per mole
total charge	0
energy	-62695.408	eV



ORCA calculation (ωB97M-V with the def2-TZVPD basis set) on a single C5H9NO molecule at a distorted geometry.

Atoms and positions in Å:
C  -0.41  -0.04  -1.73
C  0.59  -0.35  -0.64
O  1.70  0.59  -0.85
C  0.16  0.00  0.80
C  -1.24  0.57  1.09
C  0.55  -1.02  1.78
N  0.92  -1.79  2.56
H  -1.30  -0.68  -1.70
H  0.08  -0.17  -2.70
H  -0.74  1.00  -1.65
H  0.97  -1.37  -0.72
H  2.54  0.22  -0.53
H  0.97  0.79  0.76
H  -1.31  0.87  2.14
H  -2.08  -0.11  0.89
H  -1.40  1.48  0.49

gap between HOMO and LUMO	11.62	eV
molecular weight	99.1	g/mol
SMILES	C[C@@H](O)[C@@H](C)C#N
ΔE to the lowest compared entry with this formula, charge and spin	39.8	kcal per mole
total charge	0
energy	-8867.485	eV



ORCA calculation (ωB97M-V with the def2-TZVPD basis set) on 2 unconnected molecules or ions with the total composition C2H4N4 at a distorted geometry.

Atoms and positions in Å:
N  0.20  0.74  -1.50
C  1.04  0.69  -0.72
N  2.00  0.57  0.22
H  2.38  1.47  0.36
H  1.50  -0.03  1.07
N  -0.20  -0.98  1.50
C  -0.94  -0.80  0.67
N  -2.00  -0.42  -0.09
H  -2.46  -1.25  -0.53
H  -1.52  0.01  -0.98

gap between HOMO and LUMO	11.26	eV
molecular weight	84.1	g/mol
SMILES	N#CN.N#CN
ΔE to the lowest compared entry with this formula, charge and spin	34.1	kcal per mole
total charge	0
energy	-8097.837	eV



ORCA calculation (ωB97M-V with the def2-TZVPD basis set) on 2 unconnected molecules or ions with the total composition C3H5Cl2OP at a distorted geometry.

Atoms and positions in Å:
C  1.75  0.93  -0.75
C  1.18  0.37  0.30
C  0.78  -0.97  0.55
O  -2.68  -0.31  1.54
P  -2.05  -0.43  0.24
Cl  -3.42  -1.20  -1.00
Cl  -1.90  1.40  -0.65
H  1.57  1.91  -0.98
H  2.35  0.34  -1.45
H  0.69  1.10  0.97
H  0.67  -1.47  1.53
H  1.04  -1.67  -0.29

gap between HOMO and LUMO (alpha / beta)	7.72 / 6.46	eV
molecular weight	159.0	g/mol
ΔE to the lowest compared entry with this formula, charge and spin	59.2	kcal per mole
total charge	0
energy	-39571.807	eV



ORCA calculation (ωB97M-V with the def2-TZVPD basis set) on a molecular structure, C4H7O at a distorted geometry.

Atoms and positions in Å:
C  0.90  -0.61  -1.22
C  0.90  -0.79  0.09
C  0.05  0.59  -1.00
C  -1.02  0.11  1.22
O  0.16  0.32  0.44
H  1.47  -1.02  -2.13
H  1.51  -1.29  0.85
H  0.78  1.54  -1.24
H  -0.89  0.81  -1.40
H  -1.66  0.90  1.03
H  -1.47  -0.89  1.09
H  -0.73  0.32  2.28

gap between HOMO and LUMO	12.09	eV
molecular weight	71.1	g/mol
ΔE to the lowest compared entry with this formula, charge and spin	37.5	kcal per mole
total charge	+1
energy	-6297.777	eV



ORCA calculation (ωB97M-V with the def2-TZVPD basis set) on a molecular structure, C6H14O3ScSe3Te.

Atoms and positions in Å:
Sc  -0.40  0.46  -0.81
C  2.32  2.28  -1.00
O  1.40  1.54  -0.18
C  1.95  1.30  1.13
C  0.85  0.68  1.97
O  0.27  -0.34  1.14
C  -0.72  -1.18  1.77
C  -1.06  -2.22  0.75
O  -1.23  -1.55  -0.51
C  -1.82  -2.42  -1.50
H  3.26  1.74  -1.07
H  2.48  3.27  -0.57
H  1.89  2.37  -1.99
H  2.29  2.23  1.57
H  2.79  0.61  1.03
H  0.09  1.41  2.23
H  1.26  0.24  2.88
H  -1.59  -0.57  2.03
H  -0.30  -1.63  2.67
H  -1.98  -2.73  1.03
H  -0.25  -2.96  0.64
H  -2.82  -2.69  -1.19
H  -1.19  -3.30  -1.62
H  -1.85  -1.86  -2.44
Se  0.34  -0.01  -3.26
Se  -0.75  2.07  -3.04
Te  -2.98  1.38  -2.00
Se  -2.26  1.90  0.34

gap between HOMO and LUMO	7.12	eV
molecular weight	543.6	g/mol
ΔE to the lowest compared entry with this formula, charge and spin	0.1	kcal per mole
total charge	+1
energy	-236621.790	eV



ORCA calculation (ωB97M-V with the def2-TZVPD basis set) on 3 unconnected molecules or ions with the total composition C3H12N2O at a distorted geometry.

Atoms and positions in Å:
C  -2.31  1.24  0.66
C  -3.24  0.82  -0.32
N  0.21  -2.25  0.20
H  -2.23  2.34  0.76
H  0.96  -0.81  0.55
H  -1.44  0.79  0.97
H  -3.83  1.60  -0.88
H  -3.31  -0.20  -0.70
H  0.21  -2.73  1.02
H  -0.66  -1.61  0.42
H  0.30  -3.01  -0.58
N  2.86  0.27  -0.90
C  1.87  0.93  -0.17
O  1.02  0.16  0.80
H  2.43  -0.67  -1.23
H  3.64  -0.07  -0.28
H  1.12  1.49  -0.83
H  2.40  1.71  0.50

gap between HOMO and LUMO (alpha / beta)	10.52 / 3.64	eV
2S+1	2
molecular weight	92.1	g/mol
<S²>	0.76
ΔE to the lowest compared entry with this formula, charge and spin	86.9	kcal per mole
total charge	+1
energy	-8321.083	eV



ORCA calculation (ωB97M-V with the def2-TZVPD basis set) on 10 unconnected molecules or ions with the total composition C5H28O11 at a distorted geometry.

Atoms and positions in Å:
O  -1.96  2.22  1.47
C  -1.05  2.18  0.65
C  0.41  2.08  0.87
C  1.07  1.28  -0.30
C  2.35  1.93  -0.90
C  3.47  1.92  0.10
O  3.76  0.67  0.69
H  -1.36  2.34  -0.43
H  0.78  3.11  1.14
H  0.62  1.73  1.83
H  1.05  0.27  0.07
H  0.42  1.08  -1.17
H  2.07  2.86  -1.30
H  2.68  1.26  -1.67
H  4.27  2.20  -0.64
H  3.36  2.47  1.05
H  3.80  -0.03  0.00
O  -1.42  -1.23  2.89
H  -1.79  -0.41  3.22
H  -0.50  -1.43  2.99
O  -2.75  -1.34  -1.70
H  -2.80  -1.50  -0.76
H  -3.51  -1.55  -2.24
O  0.99  -3.30  -0.03
H  0.03  -3.27  -0.07
H  1.24  -4.05  0.51
O  -2.39  0.89  3.76
H  -2.30  1.31  2.97
H  -3.32  0.81  4.04
O  -0.93  0.11  -3.80
H  -1.58  -0.11  -3.26
H  -1.37  0.54  -4.58
O  2.21  -2.45  1.90
H  2.69  -2.49  1.06
H  2.21  -1.55  2.30
O  2.88  -1.47  -2.11
H  2.67  -1.71  -2.96
H  2.15  -1.95  -1.64
O  -3.07  1.14  -2.41
H  -2.97  0.32  -1.97
H  -3.42  0.85  -3.26
O  -2.78  -1.98  0.84
H  -2.27  -1.61  1.59
H  -3.62  -2.11  1.23

gap between HOMO and LUMO	10.27	eV
molecular weight	264.3	g/mol
SMILES	O=CCCCCO.O.O.O.O.O.O.O.O.O
ΔE to the lowest compared entry with this formula, charge and spin	33.1	kcal per mole
total charge	0
energy	-28159.754	eV



ORCA calculation (ωB97M-V with the def2-TZVPD basis set) on a molecular structure, C29H29Cl3N9OOsS2Si.

Atoms and positions in Å:
Os  0.03  -0.16  0.65
S  -2.69  7.10  0.12
N  -1.26  6.53  -0.33
C  -1.31  5.22  -0.16
C  -0.23  4.28  -0.45
C  0.98  4.66  -1.03
C  1.90  3.69  -1.34
C  1.61  2.36  -1.03
N  0.48  2.00  -0.44
C  -0.45  2.94  -0.17
C  -1.73  2.47  0.35
N  -1.87  1.14  0.54
C  -3.05  0.66  0.91
C  -4.15  1.47  1.15
C  -4.01  2.83  1.00
C  -2.79  3.35  0.58
C  -2.55  4.76  0.35
N  -3.42  5.73  0.55
H  1.16  5.71  -1.24
H  2.84  3.93  -1.82
H  2.31  1.57  -1.27
H  -3.13  -0.41  1.03
H  -5.09  1.03  1.45
H  -4.84  3.51  1.18
Cl  2.83  -1.35  2.99
Si  2.31  0.13  1.65
Cl  2.43  1.92  2.65
Cl  3.84  0.07  0.26
C  0.73  -4.61  -3.67
C  -0.59  -4.28  -2.99
N  -0.57  -2.99  -2.30
C  -0.89  -1.80  -2.81
S  -0.91  -0.37  -1.84
N  -1.24  -1.72  -4.08
C  -1.66  -0.50  -4.79
C  -0.49  0.36  -5.24
H  0.65  -5.56  -4.20
H  1.53  -4.70  -2.94
H  1.01  -3.84  -4.39
H  -0.84  -5.03  -2.24
H  -1.42  -4.28  -3.70
H  -0.24  -2.96  -1.34
H  -1.19  -2.56  -4.64
H  -2.34  0.05  -4.14
H  -2.23  -0.84  -5.65
H  0.08  0.72  -4.38
H  -0.86  1.22  -5.79
H  0.18  -0.20  -5.89
N  2.15  -4.16  0.70
C  2.00  -2.93  0.17
N  0.79  -2.44  0.37
C  0.11  -3.42  1.12
C  -1.19  -3.44  1.64
C  -1.58  -4.56  2.34
C  -0.70  -5.65  2.53
C  0.58  -5.64  2.03
C  0.97  -4.50  1.33
H  3.01  -4.69  0.69
H  2.78  -2.43  -0.37
H  -1.86  -2.61  1.49
H  -2.57  -4.61  2.76
H  -1.06  -6.51  3.08
H  1.25  -6.48  2.18
O  -1.03  -0.17  2.65
N  -0.55  -0.21  3.90
C  -0.14  -1.37  4.43
C  0.33  -1.40  5.73
C  0.37  -0.23  6.47
C  -0.09  0.95  5.90
C  -0.55  0.94  4.61
H  -0.22  -2.23  3.79
H  0.66  -2.34  6.14
H  0.74  -0.24  7.49
H  -0.09  1.88  6.45
H  -0.93  1.80  4.08

gap between HOMO and LUMO (alpha / beta)	7.09 / 6.96	eV
2S+1	6
molecular weight	908.4	g/mol
<S²>	8.76
ΔE to the lowest compared entry with this formula, charge and spin	0.0	kcal per mole
total charge	+2
energy	-115575.154	eV



ORCA calculation (ωB97M-V with the def2-TZVPD basis set) on a molecular structure, C4H6O2 at a distorted geometry.

Atoms and positions in Å:
O  0.39  0.43  -2.01
C  0.38  0.02  -0.71
C  -0.88  -0.62  -0.17
C  -0.81  0.07  1.14
C  1.38  0.09  0.18
O  0.99  0.05  1.46
H  0.84  1.28  -2.02
H  -0.83  -1.72  -0.08
H  -1.71  -0.35  -0.83
H  -0.97  -0.42  2.08
H  -1.21  1.10  1.07
H  2.43  0.08  -0.12

gap between HOMO and LUMO	8.40	eV
molecular weight	86.1	g/mol
ΔE to the lowest compared entry with this formula, charge and spin	74.3	kcal per mole
total charge	0
energy	-8337.237	eV



ORCA calculation (ωB97M-V with the def2-TZVPD basis set) on a molecular structure, C33H36F6Ge2N5O7S2SiTi at a distorted geometry.

Atoms and positions in Å:
Ti  -0.01  0.51  0.11
O  0.47  2.53  -3.09
C  -0.07  1.88  -2.22
N  -0.17  2.17  -0.88
C  -0.39  3.38  -0.29
O  -0.45  4.49  -0.82
C  -0.65  3.14  1.13
C  -0.80  4.19  2.03
C  -0.89  3.94  3.38
C  -0.74  2.59  3.81
C  -0.63  1.60  2.88
N  -0.68  1.80  1.53
C  -0.80  0.61  -2.48
C  -1.00  0.13  -3.76
C  -1.84  -0.94  -3.97
C  -2.44  -1.52  -2.86
C  -2.14  -1.05  -1.61
N  -1.34  -0.01  -1.37
H  -0.83  5.19  1.63
H  -1.03  4.73  4.10
H  -0.73  2.34  4.86
H  -0.48  0.57  3.20
H  -0.50  0.64  -4.57
H  -2.01  -1.34  -4.96
H  -3.10  -2.37  -2.98
H  -2.56  -1.52  -0.74
F  1.78  -5.10  -2.65
C  2.40  -3.92  -2.83
F  2.99  -3.98  -4.05
F  3.36  -3.82  -1.94
S  1.09  -2.57  -2.97
O  0.51  -2.40  -1.67
O  0.30  -3.16  -4.01
N  1.90  -1.31  -3.45
S  2.57  -0.48  -2.27
O  3.77  -1.09  -1.78
O  1.67  0.10  -1.28
C  3.21  0.98  -3.25
F  2.55  1.22  -4.38
F  4.49  0.74  -3.60
F  3.22  2.07  -2.49
C  3.43  -0.52  3.21
Si  2.78  0.74  1.95
C  4.04  1.07  0.58
C  2.61  2.40  2.88
O  1.36  0.26  1.36
H  4.29  -0.14  3.76
H  3.73  -1.44  2.69
H  2.66  -0.79  3.93
H  4.96  1.52  0.95
H  3.60  1.74  -0.16
H  4.28  0.14  0.07
H  3.60  2.83  3.09
H  2.09  2.30  3.83
H  2.05  3.12  2.28
C  -3.71  1.68  3.05
Ge  -3.25  0.06  1.91
C  -4.10  0.75  0.21
C  -4.79  -1.06  2.72
Ge  -0.48  -1.78  1.42
C  -1.44  -3.48  0.83
C  -2.83  -3.52  0.77
C  -3.51  -4.61  0.26
C  -2.81  -5.71  -0.22
C  -1.42  -5.69  -0.16
C  -0.75  -4.59  0.35
C  -0.37  -2.27  3.42
C  0.55  -3.23  3.84
C  0.68  -3.57  5.18
C  -0.10  -2.95  6.14
C  -1.02  -1.99  5.75
C  -1.16  -1.67  4.41
H  -4.80  1.78  3.04
H  -3.28  2.59  2.62
H  -3.37  1.59  4.08
H  -4.94  1.39  0.48
H  -4.45  -0.05  -0.44
H  -3.36  1.34  -0.33
H  -5.71  -0.47  2.67
H  -4.56  -1.27  3.77
H  -4.97  -2.02  2.23
H  -3.40  -2.67  1.14
H  -4.60  -4.61  0.23
H  -3.33  -6.56  -0.62
H  -0.85  -6.54  -0.53
H  0.33  -4.60  0.39
H  1.17  -3.73  3.10
H  1.41  -4.32  5.48
H  0.01  -3.20  7.19
H  -1.63  -1.49  6.49
H  -1.90  -0.93  4.11
N  2.43  -2.87  0.91
C  1.35  -2.49  1.10

gap between HOMO and LUMO (alpha / beta)	4.55 / 6.75	eV
2S+1	4
molecular weight	1014.0	g/mol
<S²>	3.78
ΔE to the lowest compared entry with this formula, charge and spin	56.3	kcal per mole
total charge	-2
energy	-238592.806	eV



Repeat the fourth record exactly.
ORCA calculation (ωB97M-V with the def2-TZVPD basis set) on 2 unconnected molecules or ions with the total composition C2H4N4 at a distorted geometry.

Atoms and positions in Å:
N  0.20  0.74  -1.50
C  1.04  0.69  -0.72
N  2.00  0.57  0.22
H  2.38  1.47  0.36
H  1.50  -0.03  1.07
N  -0.20  -0.98  1.50
C  -0.94  -0.80  0.67
N  -2.00  -0.42  -0.09
H  -2.46  -1.25  -0.53
H  -1.52  0.01  -0.98

gap between HOMO and LUMO	11.26	eV
molecular weight	84.1	g/mol
SMILES	N#CN.N#CN
ΔE to the lowest compared entry with this formula, charge and spin	34.1	kcal per mole
total charge	0
energy	-8097.837	eV



> What is the formula in the first record?

C18H29F17IO7PSSi2